(i)
The following is a quantum chemistry calculation of a cluster of 9 separate species, C34H94N8O10 in total, from OMol25.

Each line ends with the Mulliken charge.
Positions of all 146 atoms, in Å:
C (-8.532, 1.420, -0.204)  -0.220
O (-8.022, 2.029, -1.396)  -0.370
C (-7.671, 3.421, -1.226)  -0.532
C (-6.290, 3.727, -1.768)  0.718
C (-5.978, 5.177, -1.768)  -1.561
N (-6.275, 3.288, -3.115)  -0.807
H (-9.560, 1.648, 0.080)  0.305
H (-7.906, 1.499, 0.685)  0.149
H (-8.494, 0.351, -0.413)  -0.080
H (-8.417, 3.991, -1.780)  0.294
H (-7.788, 3.890, -0.249)  0.249
H (-5.431, 3.326, -1.230)  0.141
H (-5.996, 5.662, -0.792)  0.381
H (-6.554, 5.694, -2.535)  0.306
H (-4.955, 5.325, -2.115)  0.384
H (-7.067, 3.648, -3.627)  0.305
H (-6.563, 2.330, -2.975)  0.347
C (-6.123, -5.866, -1.912)  -0.617
O (-5.660, -4.636, -1.279)  -0.166
C (-4.324, -4.771, -0.830)  -1.136
C (-4.134, -5.764, 0.350)  0.650
C (-4.707, -5.156, 1.644)  -0.698
N (-2.673, -6.066, 0.503)  -0.738
H (-7.103, -5.713, -2.363)  0.040
H (-6.140, -6.699, -1.209)  0.297
H (-5.459, -6.139, -2.732)  0.353
H (-3.680, -5.041, -1.667)  0.346
H (-3.844, -3.894, -0.396)  0.495
H (-4.606, -6.736, 0.210)  0.175
H (-5.795, -5.135, 1.578)  -0.195
H (-4.417, -4.108, 1.726)  0.216
H (-4.373, -5.731, 2.508)  0.474
H (-2.481, -6.162, 1.490)  0.265
H (-2.121, -5.288, 0.172)  0.260
C (-9.463, -4.691, 6.117)  -0.940
O (-9.824, -3.303, 6.206)  -0.299
C (-11.010, -3.183, 6.972)  -0.884
C (-11.374, -1.700, 7.193)  1.486
C (-10.578, -1.108, 8.341)  -1.593
N (-12.781, -1.534, 7.602)  -0.737
H (-8.565, -4.681, 5.500)  0.257
H (-10.279, -5.313, 5.749)  0.323
H (-9.226, -5.095, 7.102)  0.323
H (-11.813, -3.628, 6.384)  0.408
H (-10.940, -3.732, 7.910)  0.318
H (-11.059, -1.251, 6.251)  -0.601
H (-10.854, -0.069, 8.523)  0.485
H (-9.530, -1.137, 8.040)  0.332
H (-10.669, -1.702, 9.251)  0.333
H (-13.400, -1.737, 6.830)  0.140
H (-12.946, -0.588, 7.915)  0.291
C (-9.189, -6.320, 0.969)  -0.738
O (-10.299, -5.456, 1.263)  -0.051
C (-11.517, -5.739, 0.577)  -0.552
C (-12.642, -4.792, 1.080)  0.897
C (-12.859, -4.878, 2.630)  -1.254
N (-13.921, -5.017, 0.376)  -0.768
H (-8.210, -5.849, 1.055)  -0.126
H (-9.266, -6.762, -0.025)  0.385
H (-9.320, -7.150, 1.664)  0.402
H (-11.417, -5.665, -0.505)  0.107
H (-11.846, -6.731, 0.888)  0.309
H (-12.356, -3.765, 0.852)  -0.055
H (-13.753, -4.328, 2.925)  0.457
H (-12.039, -4.387, 3.156)  -0.113
H (-12.948, -5.921, 2.932)  0.529
H (-13.640, -5.377, -0.524)  0.258
H (-14.394, -5.816, 0.773)  0.289
C (-12.901, -1.390, 3.691)  -0.258
O (-13.889, -1.710, 4.641)  0.072
C (-15.187, -1.743, 4.067)  -1.062
C (-16.043, -2.253, 5.228)  0.528
C (-15.581, -3.562, 5.831)  -1.184
N (-17.414, -2.452, 4.708)  -0.696
H (-12.710, -2.005, 2.811)  0.168
H (-11.930, -1.291, 4.176)  -0.348
H (-13.091, -0.411, 3.252)  0.420
H (-15.494, -0.767, 3.692)  0.348
H (-15.170, -2.341, 3.155)  0.489
H (-16.022, -1.456, 5.971)  0.273
H (-16.266, -3.925, 6.597)  0.361
H (-14.617, -3.444, 6.326)  0.247
H (-15.335, -4.330, 5.097)  0.200
H (-17.950, -1.630, 4.949)  0.308
H (-17.292, -2.381, 3.707)  0.283
C (-9.988, 3.899, 4.497)  -0.667
O (-8.626, 3.931, 4.774)  -0.444
C (-7.778, 3.058, 4.065)  -0.536
C (-8.052, 1.572, 4.475)  0.627
C (-7.399, 1.003, 5.761)  -0.884
N (-7.684, 0.629, 3.406)  0.105
H (-10.380, 4.812, 4.945)  0.277
H (-10.486, 3.101, 5.049)  0.247
H (-10.309, 3.901, 3.455)  0.303
H (-7.819, 3.176, 2.983)  0.301
H (-6.716, 3.228, 4.245)  0.142
H (-9.120, 1.393, 4.600)  0.192
H (-7.644, 1.647, 6.606)  0.488
H (-6.311, 1.039, 5.695)  0.037
H (-7.839, 0.030, 5.981)  -0.066
H (-7.911, -0.298, 3.737)  0.296
H (-6.685, 0.656, 3.256)  0.229
C (-4.450, 1.892, 2.823)  -0.875
O (-4.673, 0.826, 3.754)  -0.145
C (-3.569, -0.057, 3.850)  -1.083
C (-4.061, -1.430, 4.454)  1.476
C (-4.731, -1.476, 5.800)  -1.181
N (-2.991, -2.379, 4.444)  -0.748
H (-5.284, 2.582, 2.950)  0.117
H (-4.374, 1.596, 1.777)  0.392
H (-3.513, 2.369, 3.111)  0.381
H (-3.153, -0.231, 2.857)  0.418
H (-2.801, 0.410, 4.467)  0.359
H (-4.782, -1.672, 3.673)  -0.546
H (-4.047, -0.967, 6.480)  0.379
H (-4.948, -2.480, 6.164)  0.545
H (-5.714, -1.006, 5.787)  -0.150
H (-3.371, -3.145, 4.980)  0.316
H (-2.251, -2.106, 5.075)  0.290
C (-9.488, -3.141, -1.405)  -0.458
O (-9.417, -3.356, -2.785)  -0.378
C (-10.320, -4.268, -3.323)  -0.540
C (-10.280, -4.067, -4.836)  0.305
C (-11.181, -5.016, -5.492)  -1.541
N (-8.934, -4.330, -5.343)  -0.772
H (-8.773, -2.421, -1.008)  0.311
H (-9.487, -4.029, -0.773)  -0.059
H (-10.434, -2.643, -1.191)  0.335
H (-10.115, -5.332, -3.213)  0.200
H (-11.339, -4.186, -2.945)  0.369
H (-10.496, -3.023, -5.064)  0.397
H (-12.196, -4.835, -5.139)  0.371
H (-10.875, -6.059, -5.414)  0.378
H (-11.187, -4.741, -6.546)  0.405
H (-8.889, -5.337, -5.297)  0.306
H (-8.275, -4.114, -4.608)  0.311
O (-8.542, -2.062, 4.137)  0.090
C (-9.044, -2.692, 3.032)  -0.475
C (-8.132, -2.597, 1.868)  1.167
O (-8.325, -1.281, 1.350)  -0.241
H (-9.013, -2.229, 4.957)  -0.007
H (-9.241, -3.754, 3.179)  0.362
H (-10.074, -2.397, 2.835)  -0.222
H (-8.365, -3.452, 1.233)  -0.634
H (-7.087, -2.709, 2.156)  -0.353
H (-8.295, -0.611, 2.037)  -0.019

## Properties
Total charge = 0
Frontier orbital gap = 0.343 Eh
E_LUMO = 0.5 eV
SMILES = COC[C@H](C)N.COC[C@H](C)N.COC[C@H](C)N.COC[C@H](C)N.COC[C@H](C)N.COC[C@H](C)N.COC[C@H](C)N.COC[C@H](C)N.OCCO

=====

(ii)
The following is a quantum chemistry calculation of a cluster of 9 separate species, C34H94N8O10 in total, from OMol25.

Each line ends with the Mulliken charge.
Positions of all 146 atoms, in Å:
C (1.950, 1.058, 0.496)  -0.556
O (0.849, 0.300, 0.005)  -0.379
C (1.083, -0.590, -1.087)  -0.566
C (0.055, -1.674, -1.271)  0.506
C (-1.408, -1.055, -1.426)  -1.123
N (0.003, -2.604, -0.141)  -0.589
H (2.325, 0.833, 1.496)  0.115
H (1.530, 2.057, 0.659)  0.076
H (2.725, 1.226, -0.253)  0.353
H (1.370, 0.027, -1.947)  0.153
H (2.085, -1.024, -0.944)  0.456
H (0.111, -2.192, -2.229)  0.186
H (-1.652, -0.612, -0.456)  0.263
H (-2.166, -1.840, -1.462)  -0.058
H (-1.547, -0.281, -2.180)  0.605
H (-0.971, -2.754, 0.096)  0.077
H (0.310, -2.067, 0.669)  -0.200
C (-3.850, -1.630, 1.015)  -0.106
O (-2.554, -2.066, 1.366)  -0.052
C (-2.371, -2.786, 2.578)  -0.284
C (-3.121, -4.102, 2.821)  0.486
C (-4.594, -3.943, 3.290)  -1.396
N (-2.491, -4.909, 3.904)  -0.777
H (-4.309, -0.982, 1.768)  0.317
H (-4.484, -2.508, 0.869)  -0.244
H (-3.785, -1.104, 0.066)  -0.002
H (-1.289, -2.906, 2.626)  -0.189
H (-2.797, -2.133, 3.353)  0.385
H (-3.139, -4.627, 1.862)  0.231
H (-4.721, -3.235, 4.109)  0.326
H (-5.065, -4.877, 3.600)  0.428
H (-5.211, -3.695, 2.421)  0.325
H (-2.543, -4.359, 4.763)  0.323
H (-1.502, -4.761, 3.679)  0.263
C (2.815, 3.728, 3.125)  -0.120
O (2.460, 3.857, 4.486)  -0.295
C (3.195, 4.866, 5.113)  -0.691
C (2.991, 4.875, 6.598)  0.617
C (1.504, 5.049, 7.019)  -1.450
N (3.727, 5.923, 7.328)  -0.752
H (3.895, 3.543, 3.109)  0.421
H (2.657, 4.680, 2.604)  0.131
H (2.296, 2.954, 2.566)  -0.246
H (4.273, 4.632, 5.069)  0.314
H (3.174, 5.860, 4.651)  0.362
H (3.279, 3.960, 7.123)  0.152
H (0.880, 4.237, 6.634)  0.317
H (1.107, 5.992, 6.639)  0.313
H (1.488, 4.999, 8.106)  0.431
H (3.500, 6.803, 6.867)  0.280
H (3.411, 6.093, 8.272)  0.267
C (3.169, -2.726, 1.800)  0.158
O (3.212, -2.187, 3.110)  -0.452
C (1.976, -1.623, 3.558)  0.325
C (2.140, -0.887, 4.836)  0.175
C (2.817, 0.534, 4.922)  -1.450
N (2.536, -1.748, 5.987)  -0.736
H (3.974, -2.289, 1.205)  0.308
H (2.193, -2.541, 1.355)  -0.364
H (3.316, -3.803, 1.881)  0.274
H (1.646, -0.903, 2.797)  -0.247
H (1.206, -2.396, 3.637)  0.220
H (1.140, -0.473, 5.041)  0.227
H (3.848, 0.457, 4.565)  0.356
H (2.747, 0.861, 5.954)  0.628
H (2.271, 1.125, 4.189)  0.093
H (3.278, -1.144, 6.333)  0.308
H (3.088, -2.538, 5.659)  0.330
C (-7.753, -1.857, -5.066)  -0.888
O (-7.100, -1.162, -4.027)  -0.201
C (-7.071, 0.248, -4.144)  -0.808
C (-6.271, 0.968, -3.101)  0.151
C (-4.759, 0.672, -3.044)  -0.716
N (-6.849, 0.883, -1.765)  -0.650
H (-7.249, -1.500, -5.971)  0.384
H (-8.840, -1.769, -5.173)  0.276
H (-7.570, -2.911, -4.870)  0.238
H (-6.685, 0.585, -5.123)  0.434
H (-8.144, 0.477, -4.210)  0.423
H (-6.198, 1.994, -3.478)  0.317
H (-4.556, -0.378, -2.801)  -0.230
H (-4.340, 1.184, -2.180)  0.322
H (-4.312, 0.904, -4.009)  0.432
H (-7.758, 1.273, -1.580)  0.255
H (-6.812, -0.091, -1.488)  0.306
C (-0.805, 3.593, -1.429)  -0.413
O (-0.192, 4.869, -1.627)  -0.454
C (0.781, 5.153, -0.642)  -0.169
C (1.447, 6.505, -0.969)  0.340
C (2.767, 6.605, -0.271)  -1.115
N (0.607, 7.597, -0.424)  -0.745
H (-0.120, 2.884, -1.892)  0.029
H (-1.848, 3.631, -1.740)  0.326
H (-0.919, 3.464, -0.347)  0.332
H (0.303, 5.149, 0.344)  0.228
H (1.564, 4.381, -0.629)  -0.006
H (1.595, 6.543, -2.047)  0.341
H (3.411, 5.729, -0.400)  0.237
H (2.671, 6.621, 0.820)  0.159
H (3.311, 7.494, -0.587)  0.347
H (0.420, 7.311, 0.531)  0.289
H (-0.302, 7.712, -0.854)  0.292
C (0.591, -6.171, -4.531)  -0.713
O (1.625, -6.175, -3.572)  -0.385
C (1.178, -5.637, -2.334)  -0.059
C (2.298, -5.598, -1.300)  0.389
C (2.885, -6.966, -0.974)  -1.566
N (1.719, -5.025, -0.059)  -0.427
H (-0.262, -6.764, -4.192)  0.309
H (0.876, -6.473, -5.537)  0.288
H (0.244, -5.138, -4.679)  0.248
H (0.858, -4.614, -2.560)  -0.093
H (0.348, -6.219, -1.913)  0.367
H (3.124, -4.971, -1.644)  0.342
H (3.483, -7.326, -1.814)  0.358
H (2.049, -7.612, -0.705)  0.328
H (3.668, -6.899, -0.219)  0.385
H (0.957, -5.688, 0.103)  0.325
H (1.172, -4.172, -0.249)  0.373
C (2.244, 2.355, -3.878)  -0.886
O (3.500, 2.238, -3.233)  -0.136
C (4.474, 3.107, -3.764)  -0.838
C (5.746, 2.923, -2.883)  0.328
C (6.882, 3.625, -3.558)  -1.396
N (6.073, 1.493, -2.687)  -0.736
H (1.825, 3.353, -4.044)  0.352
H (1.446, 1.718, -3.501)  0.209
H (2.291, 2.024, -4.925)  0.352
H (4.690, 2.887, -4.816)  0.350
H (4.070, 4.100, -3.530)  0.392
H (5.418, 3.332, -1.923)  0.272
H (6.639, 4.686, -3.686)  0.358
H (7.050, 3.235, -4.563)  0.339
H (7.805, 3.650, -2.981)  0.343
H (5.930, 1.200, -3.655)  0.302
H (5.373, 1.006, -2.143)  0.353
O (-4.990, -3.329, -4.115)  -0.463
C (-4.473, -3.741, -2.876)  -0.008
C (-5.531, -3.678, -1.813)  0.043
O (-6.221, -2.419, -1.749)  -0.434
H (-4.376, -3.074, -4.802)  0.273
H (-3.942, -4.695, -2.938)  0.449
H (-3.709, -3.022, -2.554)  -0.234
H (-5.052, -3.755, -0.833)  -0.201
H (-6.272, -4.483, -1.798)  0.295
H (-6.158, -2.003, -2.635)  0.232

## Properties
Total charge = 0
Frontier orbital gap = 0.339 Eh
E_LUMO = 0.2 eV
SMILES = COC[C@H](C)N.COC[C@H](C)N.COC[C@H](C)N.COC[C@H](C)N.COC[C@H](C)N.COC[C@H](C)N.COC[C@H](C)N.COC[C@H](C)N.OCCO

=====

Most favorable first, least favorable last: (i), (ii)

=====

(i)
The following is a quantum chemistry calculation of a cluster of 2 separate species, C4H10ClNO in total, from OMol25.

Each line ends with the Mulliken charge.
Positions of all 17 atoms, in Å:
C (-0.077, 1.867, 0.262)  -1.030
C (-0.318, 0.583, -0.443)  0.681
O (-1.285, 0.406, -1.176)  -0.630
N (0.656, -0.343, -0.267)  0.112
C (0.197, -1.608, -0.773)  -1.032
C (1.594, -0.274, 0.879)  -1.117
H (-0.928, 2.042, 0.919)  0.244
H (-0.068, 2.664, -0.497)  0.319
H (0.859, 1.816, 0.808)  0.368
H (-0.567, -1.251, -1.504)  0.397
H (0.866, -2.217, -1.201)  0.386
H (-0.338, -2.204, 0.034)  0.328
H (2.458, 0.386, 0.701)  0.289
H (1.004, 0.019, 1.745)  0.446
H (1.870, -1.268, 1.164)  0.380
Cl (-3.461, -0.658, 0.076)  -0.482
H (-2.463, 0.041, -0.727)  0.341

## Properties
Total charge = 0
Frontier orbital gap = 0.379 Eh
E_LUMO = 0.5 eV
SMILES = CC(=O)N(C)C.Cl

=====

(ii)
The following is a quantum chemistry calculation of a cluster of 2 separate species, C4H10ClNO in total, from OMol25.

Each line ends with the Mulliken charge.
Positions of all 17 atoms, in Å:
C (2.154, 0.924, -0.506)  -1.209
C (-0.639, -0.686, 1.456)  -1.095
C (0.634, 1.275, -0.526)  -0.322
C (-0.759, -0.695, -0.015)  0.490
N (-1.267, -1.733, -0.678)  -0.385
O (-0.080, 0.167, -0.836)  -0.264
Cl (-2.803, 0.777, 0.017)  -0.564
H (2.647, 1.893, -0.593)  0.372
H (2.370, 0.472, 0.342)  0.394
H (2.370, 0.252, -1.278)  0.362
H (-0.053, 0.100, 1.802)  0.360
H (-0.336, -1.735, 1.796)  0.347
H (-1.678, -0.704, 1.816)  0.394
H (0.476, 1.999, -1.502)  0.269
H (0.344, 1.625, 0.407)  0.323
H (-1.868, -2.332, -0.095)  0.246
H (-1.513, -1.598, -1.607)  0.281

## Properties
Total charge = 0
Frontier orbital gap = 0.328 Eh
E_LUMO = 0.5 eV

=====

Most favorable first, least favorable last: (i), (ii)